1.
{
  "formula": "C30H29BaCl3FGeN4O6S",
  "method": "ωB97M-V/def2-TZVPD",
  "symbols": ["Ba", "C", "C", "C", "C", "C", "C", "C", "C", "C", "C", "C", "C", "N", "C", "C", "C", "C", "C", "C", "F", "H", "H", "H", "H", "H", "H", "H", "H", "H", "H", "H", "H", "H", "H", "H", "H", "H", "H", "H", "H", "H", "O", "C", "O", "C", "C", "C", "C", "C", "N", "H", "H", "H", "H", "N", "C", "C", "C", "C", "C", "N", "C", "H", "H", "H", "H", "Cl", "Ge", "Cl", "Cl", "O", "S", "O", "O", "O"],
  "coordinates": [[1.502, 0.104, -0.959], [-3.696, 2.559, -1.662], [-2.512, 2.101, -0.805], [-2.114, 3.204, 0.178], [-2.817, 0.792, -0.096], [-3.712, 0.808, 0.968], [-3.981, -0.336, 1.701], [-3.350, -1.515, 1.346], [-2.465, -1.593, 0.271], [-1.838, -2.966, 0.035], [-0.499, -3.090, 0.765], [-1.691, -3.424, -1.417], [-2.177, -0.422, -0.468], [-1.215, -0.409, -1.492], [-1.686, -0.390, -2.753], [-3.021, -0.647, -3.162], [-3.409, -0.635, -4.492], [-2.506, -0.365, -5.511], [-1.184, -0.091, -5.156], [-0.824, -0.108, -3.838], [0.479, 0.216, -3.530], [-3.436, 3.466, -2.213], [-4.562, 2.783, -1.030], [-3.985, 1.794, -2.383], [-1.656, 1.929, -1.456], [-2.937, 3.465, 0.850], [-1.818, 4.103, -0.365], [-1.251, 2.906, 0.771], [-4.190, 1.741, 1.247], [-4.659, -0.303, 2.545], [-3.549, -2.419, 1.915], [-2.530, -3.668, 0.514], [0.240, -2.437, 0.305], [-0.103, -4.105, 0.690], [-0.602, -2.826, 1.821], [-0.851, -2.939, -1.904], [-2.591, -3.220, -1.996], [-1.507, -4.502, -1.434], [-3.751, -0.862, -2.390], [-4.445, -0.846, -4.737], [-2.811, -0.359, -6.549], [-0.431, 0.146, -5.897], [1.260, 4.727, 0.127], [1.556, 3.532, 0.056], [0.946, 2.603, -0.548], [2.850, 3.093, 0.769], [3.645, 4.019, 1.430], [4.828, 3.590, 2.008], [5.186, 2.254, 1.904], [4.330, 1.395, 1.233], [3.183, 1.803, 0.688], [3.313, 5.047, 1.459], [5.473, 4.292, 2.525], [6.113, 1.879, 2.316], [4.571, 0.343, 1.110], [-2.778, 0.989, 5.053], [-1.835, 0.648, 4.492], [-0.639, 0.186, 3.839], [0.389, -0.373, 4.592], [1.520, -0.813, 3.936], [1.584, -0.677, 2.555], [0.601, -0.137, 1.832], [-0.493, 0.286, 2.457], [0.288, -0.458, 5.666], [2.343, -1.262, 4.474], [2.445, -1.038, 2.000], [-1.283, 0.708, 1.848], [6.043, -4.585, 1.120], [6.230, -2.961, -0.372], [7.916, -1.622, 0.667], [7.414, -3.980, -1.939], [4.474, -3.324, -1.191], [3.411, -2.215, -1.113], [3.668, -1.172, -2.116], [2.094, -2.807, -1.338], [3.492, -1.611, 0.236]],
  "lowdin_charge": [1.98, -0.06, -0.36, -0.07, -0.16, -0.07, -0.11, -0.06, -0.14, -0.36, -0.06, -0.06, -0.22, -0.06, -0.29, -0.05, -0.13, -0.14, -0.05, -0.21, -0.08, 0.08, 0.07, 0.06, 0.12, 0.07, 0.08, 0.06, 0.10, 0.09, 0.10, 0.12, 0.03, 0.09, 0.07, 0.07, 0.07, 0.08, 0.11, 0.09, 0.08, 0.11, 0.00, -0.66, -0.26, -0.19, -0.02, -0.08, -0.06, -0.12, 0.03, 0.11, 0.10, 0.10, 0.09, 0.15, -0.18, -0.20, -0.02, -0.03, -0.12, 0.02, -0.06, 0.12, 0.11, 0.08, 0.10, 0.01, -0.01, -0.20, 0.00, -0.54, 0.15, -0.48, -0.40, -0.50],
  "homo_energy_ev": [-2.50, -2.50],
  "e_tot_ev": -158167.1055,
  "e_above_lowest_kcal_mol": 0.0,
  "s_squared": 0.75,
  "multiplicity": 2,
  "gap_ev": [6.44, 6.23],
  "e_lumo_ev": [3.940, 3.727],
  "charge": -2,
  "mol_weight_da": 908.946
}

=====

2.
{
  "formula": "C40H67Br9Cl5NO14",
  "method": "ωB97M-V/def2-TZVPD",
  "symbols": ["C", "C", "C", "C", "N", "C", "C", "C", "C", "C", "H", "H", "H", "H", "H", "H", "H", "H", "H", "H", "H", "H", "H", "H", "H", "H", "H", "H", "H", "H", "O", "C", "C", "O", "H", "H", "H", "H", "Cl", "O", "C", "O", "C", "C", "C", "H", "H", "H", "H", "H", "H", "O", "C", "O", "C", "C", "C", "H", "H", "H", "H", "H", "H", "O", "C", "O", "C", "C", "C", "H", "H", "H", "H", "H", "H", "O", "C", "O", "C", "C", "C", "H", "H", "H", "H", "H", "H", "O", "C", "O", "C", "C", "C", "H", "H", "H", "H", "H", "H", "O", "C", "O", "C", "C", "C", "H", "H", "H", "H", "H", "H", "C", "Cl", "Cl", "H", "H", "C", "Cl", "Cl", "H", "H", "C", "Br", "Br", "Br", "H", "C", "Br", "Br", "Br", "H", "C", "Br", "Br", "Br", "H"],
  "coordinates": [[2.684, 2.279, -2.835], [1.807, 2.779, -1.673], [0.885, 1.750, -1.106], [1.572, 0.529, -0.629], [0.672, -0.259, 0.353], [1.163, -1.727, 0.493], [-0.040, -2.555, 0.821], [-1.239, -1.683, 0.608], [-0.731, -0.471, -0.157], [0.718, 0.412, 1.737], [3.384, 3.067, -3.114], [2.023, 1.935, -3.631], [3.273, 1.411, -2.541], [1.188, 3.578, -2.081], [2.413, 3.183, -0.862], [0.161, 1.433, -1.857], [0.273, 2.295, -0.387], [2.576, 0.706, -0.244], [1.722, -0.159, -1.462], [1.954, -1.758, 1.242], [1.543, -2.078, -0.466], [0.119, -2.931, 1.832], [-0.075, -3.408, 0.144], [-1.721, -1.565, 1.579], [-2.013, -2.217, 0.057], [-1.370, 0.386, 0.055], [-0.736, -0.736, -1.215], [0.165, 1.351, 1.750], [1.766, 0.665, 1.902], [0.432, -0.347, 2.465], [7.193, -0.283, -0.031], [6.715, 0.875, 0.682], [5.139, 1.127, 0.916], [4.435, -0.012, 1.361], [7.248, 1.783, 0.400], [7.121, 0.794, 1.690], [4.720, 1.424, -0.046], [5.033, 2.022, 1.528], [4.244, -2.537, -1.402], [-4.535, -3.538, 6.794], [-5.073, -3.256, 5.750], [-4.431, -3.467, 4.606], [-4.991, -2.809, 3.493], [-6.091, -1.893, 4.142], [-6.445, -2.612, 5.462], [-5.458, -3.571, 2.869], [-4.296, -2.249, 2.866], [-7.006, -1.778, 3.561], [-5.664, -0.898, 4.268], [-7.305, -3.283, 5.476], [-6.605, -1.829, 6.203], [-0.813, -2.907, -3.144], [0.242, -2.432, -3.602], [0.324, -1.157, -3.901], [1.530, -0.838, -4.548], [1.889, -2.200, -5.230], [1.446, -3.204, -4.196], [2.425, -0.657, -3.952], [1.345, -0.078, -5.307], [2.948, -2.208, -5.492], [1.453, -2.248, -6.228], [2.045, -3.305, -3.291], [1.206, -4.138, -4.703], [-2.335, 1.201, -2.877], [-2.347, 1.007, -4.068], [-1.290, 1.317, -4.838], [-1.388, 0.904, -6.189], [-2.618, 0.028, -6.210], [-3.359, 0.311, -4.915], [-0.447, 0.386, -6.377], [-1.459, 1.840, -6.742], [-2.341, -1.022, -6.307], [-3.319, 0.395, -6.960], [-3.624, -0.530, -4.275], [-4.191, 1.007, -5.024], [2.690, 3.054, 4.224], [3.188, 3.741, 3.336], [2.411, 4.300, 2.368], [3.136, 4.868, 1.394], [4.567, 5.105, 2.036], [4.626, 4.146, 3.191], [2.680, 5.798, 1.054], [3.201, 4.173, 0.557], [4.585, 6.091, 2.502], [5.365, 5.003, 1.301], [4.901, 4.605, 4.140], [5.185, 3.219, 3.061], [1.110, -0.716, 7.145], [2.072, -0.253, 6.494], [2.286, -0.725, 5.198], [3.280, -0.032, 4.568], [4.072, 0.558, 5.742], [3.146, 0.662, 6.890], [2.965, 0.789, 3.925], [3.936, -0.620, 3.925], [4.514, 1.496, 5.406], [4.947, -0.014, 6.049], [2.670, 1.642, 6.850], [3.504, 0.553, 7.914], [-4.720, -1.946, 0.594], [-5.294, -1.183, -0.167], [-6.647, -1.153, -0.195], [-7.074, -0.120, -1.086], [-5.951, 0.033, -2.104], [-4.725, -0.150, -1.192], [-7.285, 0.811, -0.559], [-8.013, -0.533, -1.454], [-5.999, 1.028, -2.545], [-6.093, -0.791, -2.803], [-4.451, 0.696, -0.562], [-3.851, -0.438, -1.775], [2.158, -5.842, -1.234], [1.393, -5.829, 0.379], [1.120, -6.514, -2.496], [2.409, -4.791, -1.377], [3.115, -6.325, -1.036], [-2.628, 0.120, 4.007], [-2.494, 0.903, 2.408], [-1.429, -1.122, 4.289], [-2.493, 0.880, 4.776], [-3.632, -0.305, 3.971], [2.539, 2.431, -7.074], [4.050, 1.764, -5.944], [1.254, 3.463, -5.982], [1.587, 0.991, -8.103], [2.908, 3.110, -7.843], [-3.050, -5.035, -1.030], [-2.810, -5.281, 0.945], [-5.008, -4.948, -1.481], [-2.216, -6.614, -1.942], [-2.559, -4.100, -1.300], [-0.907, 5.525, 1.623], [-1.720, 3.989, 0.657], [-2.341, 6.552, 2.428], [0.241, 6.725, 0.508], [-0.257, 5.211, 2.440]],
  "lowdin_charge": [-0.15, -0.23, -0.22, -0.10, -0.18, -0.09, -0.20, -0.20, -0.11, 0.02, 0.06, 0.01, 0.07, 0.11, 0.08, 0.10, 0.05, 0.12, 0.11, 0.14, 0.07, 0.11, 0.07, 0.04, 0.08, 0.08, 0.13, 0.06, 0.09, 0.06, -0.09, -0.29, -0.39, -0.34, 0.07, 0.09, 0.07, 0.05, -0.55, 0.10, -0.49, 0.02, -0.16, -0.13, -0.06, 0.12, 0.09, 0.11, 0.10, 0.12, 0.11, 0.03, -0.45, 0.02, -0.16, -0.15, -0.08, 0.12, 0.07, 0.12, 0.11, 0.07, 0.11, 0.10, -0.48, -0.01, -0.20, -0.13, -0.08, 0.04, 0.11, 0.12, 0.11, 0.12, 0.13, 0.08, -0.42, 0.03, -0.22, -0.12, -0.10, 0.04, 0.10, 0.10, 0.11, 0.12, 0.11, 0.04, -0.40, 0.02, -0.20, -0.17, -0.10, 0.09, 0.12, 0.10, 0.11, 0.13, 0.13, 0.05, -0.43, 0.01, -0.18, -0.15, -0.05, 0.12, 0.12, 0.12, 0.12, 0.13, 0.10, -1.00, 0.49, 0.47, -0.05, 0.03, -0.96, 0.57, 0.62, 0.03, -0.02, -1.52, 0.38, 0.41, 0.25, -0.08, -1.40, 0.53, 0.49, 0.49, -0.04, -1.59, 0.35, 0.30, 0.31, -0.06],
  "homo_energy_ev": [1.58, -0.39],
  "e_tot_ev": -765709.3497,
  "s_squared": 1.77,
  "multiplicity": 2,
  "gap_ev": [2.44, 4.41],
  "e_lumo_ev": [4.020, 4.020],
  "charge": -3,
  "mol_weight_da": 1682.370
}

=====

3.
{
  "formula": "C29H19Cl2N2O3P",
  "method": "ωB97M-V/def2-TZVPD",
  "symbols": ["C", "C", "O", "C", "P", "C", "C", "C", "C", "C", "C", "C", "C", "C", "C", "C", "C", "C", "C", "C", "C", "C", "C", "H", "H", "H", "H", "H", "H", "H", "H", "H", "H", "H", "H", "H", "H", "H", "H", "H", "H", "H", "N", "C", "C", "C", "C", "N", "C", "O", "C", "Cl", "C", "Cl", "C", "O"],
  "coordinates": [[3.090, -1.246, -0.762], [1.747, -0.620, -0.461], [1.353, -0.471, 0.717], [0.974, -0.195, -1.562], [-0.581, 0.550, -1.273], [-1.800, -0.545, -0.530], [-1.728, -0.683, 0.859], [-2.460, -1.669, 1.511], [-3.345, -2.464, 0.779], [-3.494, -2.267, -0.599], [-2.709, -1.321, -1.267], [-0.537, 2.011, -0.217], [-1.611, 2.414, 0.596], [-1.513, 3.593, 1.340], [-0.369, 4.390, 1.242], [0.691, 3.997, 0.418], [0.611, 2.810, -0.310], [-1.301, 1.081, -2.820], [-2.181, 2.174, -2.870], [-2.777, 2.516, -4.085], [-2.490, 1.774, -5.238], [-1.584, 0.708, -5.187], [-0.988, 0.353, -3.975], [3.282, -1.278, -1.838], [3.884, -0.670, -0.270], [3.122, -2.268, -0.365], [1.351, -0.315, -2.578], [-1.086, -0.011, 1.426], [-2.312, -1.819, 2.579], [-3.919, -3.238, 1.288], [-4.208, -2.865, -1.165], [-2.804, -1.174, -2.345], [-2.519, 1.809, 0.660], [-2.338, 3.882, 1.993], [-0.307, 5.321, 1.806], [1.584, 4.616, 0.334], [1.431, 2.496, -0.959], [-2.392, 2.744, -1.963], [-3.463, 3.363, -4.123], [-2.974, 2.034, -6.180], [-1.338, 0.143, -6.087], [-0.292, -0.484, -3.922], [-0.335, -3.991, 3.006], [0.695, -3.442, 3.090], [1.939, -2.756, 3.169], [1.968, -1.389, 3.145], [0.794, -0.647, 3.391], [-0.170, -0.041, 3.662], [3.220, -0.619, 3.139], [3.222, 0.604, 3.087], [4.467, -1.436, 3.214], [5.921, -0.553, 3.277], [4.445, -2.801, 3.258], [5.859, -3.734, 3.350], [3.163, -3.574, 3.255], [3.114, -4.796, 3.359]],
  "lowdin_charge": [-0.02, -0.56, -0.04, -0.19, 1.05, -0.28, -0.11, -0.07, -0.07, -0.08, -0.06, -0.30, -0.09, -0.07, -0.07, -0.07, -0.06, -0.30, -0.05, -0.07, -0.08, -0.07, -0.08, 0.07, 0.08, 0.08, 0.06, 0.06, 0.09, 0.11, 0.10, 0.10, 0.11, 0.11, 0.11, 0.11, 0.11, 0.11, 0.11, 0.11, 0.11, 0.10, 0.22, -0.13, -0.07, -0.09, -0.14, 0.24, -0.35, 0.13, -0.60, 0.78, -0.60, 0.78, -0.34, 0.12],
  "homo_energy_ev": -8.01,
  "e_tot_ev": -73835.2773,
  "e_above_lowest_kcal_mol": 0.0,
  "gap_ev": 5.36,
  "e_lumo_ev": -2.650,
  "mol_weight_da": 545.362
}

=====

4.
{
  "formula": "C37H65N4O6",
  "method": "ωB97M-V/def2-TZVPD",
  "symbols": ["C", "C", "C", "C", "C", "C", "C", "C", "N", "C", "N", "C", "C", "C", "C", "C", "C", "C", "C", "C", "N", "C", "O", "C", "N", "C", "O", "H", "H", "H", "H", "H", "H", "H", "H", "H", "H", "H", "H", "H", "H", "H", "H", "H", "H", "H", "H", "H", "H", "H", "H", "H", "C", "C", "O", "C", "C", "H", "H", "H", "H", "H", "H", "H", "H", "H", "H", "C", "C", "O", "C", "C", "H", "H", "H", "H", "H", "H", "H", "H", "H", "H", "C", "C", "O", "C", "C", "H", "H", "H", "H", "H", "H", "H", "H", "H", "H", "C", "C", "O", "C", "C", "H", "H", "H", "H", "H", "H", "H", "H", "H", "H"],
  "coordinates": [[-5.803, -0.838, -3.954], [-4.647, 0.245, -3.957], [-5.079, 1.655, -3.712], [-4.046, 2.725, -3.697], [-2.644, 2.352, -3.955], [-2.188, 0.984, -4.221], [-3.220, -0.101, -4.207], [-2.810, -1.610, -4.435], [-1.866, -1.971, -3.307], [-2.600, -2.445, -2.151], [-2.600, -1.821, -1.004], [-1.831, -0.554, -0.857], [-2.261, 0.304, 0.402], [-2.205, -0.500, 1.760], [-0.853, -0.139, 2.491], [-0.879, -0.152, 3.970], [0.348, 0.149, 4.721], [1.648, 0.478, 4.079], [1.643, 0.470, 2.551], [0.413, 0.170, 1.791], [-3.359, -3.686, -2.172], [-2.575, -4.618, -3.061], [-1.196, -4.245, -2.871], [-0.969, -3.114, -3.724], [0.469, -2.810, -3.623], [0.677, -1.647, -3.226], [0.987, -0.603, -2.840], [-5.577, -1.629, -4.721], [-5.885, -1.290, -2.928], [-6.791, -0.374, -4.243], [-6.163, 1.888, -3.549], [-4.315, 3.793, -3.507], [-1.864, 3.155, -3.934], [-1.118, 0.693, -4.396], [-3.700, -2.301, -4.356], [-2.311, -1.732, -5.442], [-3.126, -2.185, -0.204], [-2.080, 0.080, -1.763], [-0.713, -0.690, -0.893], [-1.603, 1.224, 0.386], [-3.307, 0.683, 0.217], [-3.049, -0.128, 2.416], [-2.367, -1.610, 1.645], [-1.821, -0.403, 4.530], [0.295, 0.107, 5.835], [2.564, 0.713, 4.686], [2.571, 0.679, 1.954], [0.454, 0.191, 0.667], [-3.231, -4.104, -1.233], [-2.929, -4.456, -4.117], [-2.756, -5.689, -2.775], [-1.216, -3.467, -4.773], [6.854, 5.087, 4.949], [6.437, 3.665, 5.286], [5.059, 3.538, 5.602], [4.144, 3.897, 4.580], [4.276, 3.057, 3.322], [6.561, 5.773, 5.747], [7.936, 5.143, 4.815], [6.385, 5.436, 4.027], [6.984, 3.339, 6.173], [6.708, 2.975, 4.480], [4.227, 4.965, 4.351], [3.145, 3.749, 4.998], [5.236, 3.230, 2.830], [3.483, 3.308, 2.615], [4.214, 1.991, 3.558], [-2.862, -5.813, 3.595], [-3.242, -5.385, 2.188], [-2.286, -4.523, 1.580], [-0.977, -5.052, 1.402], [-0.933, -6.279, 0.508], [-2.654, -4.941, 4.219], [-3.673, -6.386, 4.049], [-1.968, -6.439, 3.598], [-4.177, -4.823, 2.232], [-3.430, -6.255, 1.551], [-0.514, -5.254, 2.372], [-0.386, -4.258, 0.938], [-1.451, -7.126, 0.964], [0.100, -6.579, 0.324], [-1.421, -6.076, -0.450], [-0.435, 6.161, -2.696], [-1.780, 6.494, -3.319], [-2.068, 7.880, -3.336], [-1.173, 8.701, -4.071], [-1.105, 8.356, -5.549], [-0.354, 6.599, -1.698], [-0.309, 5.078, -2.616], [0.393, 6.549, -3.292], [-2.568, 6.024, -2.725], [-1.860, 6.076, -4.330], [-0.177, 8.681, -3.617], [-1.540, 9.724, -3.966], [-0.675, 7.365, -5.711], [-0.485, 9.080, -6.081], [-2.105, 8.353, -5.990], [6.566, -2.697, 2.595], [5.453, -3.532, 3.205], [4.192, -2.878, 3.213], [3.659, -2.524, 1.949], [3.410, -3.716, 1.039], [6.624, -1.720, 3.080], [7.526, -3.204, 2.706], [6.402, -2.524, 1.529], [5.698, -3.735, 4.249], [5.374, -4.504, 2.708], [4.298, -1.781, 1.460], [2.705, -2.029, 2.146], [4.344, -4.205, 0.754], [2.905, -3.399, 0.124], [2.793, -4.464, 1.545]],
  "lowdin_charge": [-0.07, -0.18, -0.02, -0.05, -0.08, -0.03, -0.15, -0.08, 0.01, -0.21, 0.18, -0.13, -0.16, -0.15, -0.19, -0.04, -0.07, -0.04, -0.07, -0.05, 0.12, -0.14, -0.07, -0.32, 0.20, -0.29, 0.21, 0.07, 0.08, 0.09, 0.11, 0.10, 0.09, 0.11, 0.10, 0.15, 0.16, 0.11, 0.11, 0.13, 0.12, 0.12, 0.10, 0.11, 0.10, 0.10, 0.09, 0.09, 0.13, 0.14, 0.15, 0.17, -0.08, -0.28, -0.16, -0.28, -0.09, 0.08, 0.08, 0.07, 0.12, 0.11, 0.11, 0.12, 0.07, 0.08, 0.06, -0.07, -0.28, -0.20, -0.27, -0.06, 0.09, 0.08, 0.07, 0.12, 0.11, 0.11, 0.11, 0.07, 0.09, 0.06, -0.08, -0.29, -0.16, -0.28, -0.08, 0.09, 0.06, 0.07, 0.11, 0.10, 0.11, 0.12, 0.06, 0.08, 0.08, -0.08, -0.28, -0.16, -0.29, -0.08, 0.08, 0.08, 0.06, 0.12, 0.11, 0.11, 0.09, 0.07, 0.07, 0.08],
  "homo_energy_ev": -10.86,
  "e_tot_ev": -57656.8455,
  "e_above_lowest_kcal_mol": 87.0,
  "gap_ev": 7.42,
  "e_lumo_ev": -3.437,
  "charge": 1,
  "mol_weight_da": 661.949
}